## w
DFT (ωB97M-V/def2-TZVPD) results for the molecule C5H4O2.

Calculated values
E_HOMO (alpha / beta), eV: -8.5 / -8.4

Last column: Löwdin charge in e.
Positions of all 11 atoms, in Å:
O: 1.55168 -1.36097 0.62250  0.157
C: 0.81789 -0.52871 0.17020  -0.314
O: -0.70456 -1.86674 -1.12736  -0.011
C: -0.72448 -0.93832 -0.25486  -0.465
C: -1.25563 0.47732 -0.20733  0.070
C: -0.24430 1.45312 -0.14671  -0.047
C: 1.00432 0.90509 -0.04960  0.056
H: -1.32254 -1.20816 0.69704  0.188
H: -2.29166 0.67866 0.05385  0.118
H: -0.46371 2.51637 -0.17604  0.123
H: 1.95994 1.40611 -0.15359  0.125

---

## x
DFT (ωB97M-V/def2-TZVPD) results for the molecule C5H4O2.

Calculated values
SMILES: O=C=C/C=C\C=O
E_HOMO, eV: -8.9

Last column: Löwdin charge in e.
Positions of all 11 atoms, in Å:
O: -2.59606 0.34444 -0.96546  0.200
C: -1.66453 -0.31467 -0.74809  -0.173
C: -0.64778 -1.13618 -0.53274  -0.090
C: 0.40265 -0.93581 0.47214  -0.118
C: 0.97762 0.22694 0.78906  -0.073
C: 0.65952 1.48568 0.05818  -0.258
O: -0.37663 2.09968 0.17386  0.061
H: -0.65551 -2.03551 -1.13804  0.113
H: 0.73735 -1.83790 0.98177  0.106
H: 1.73245 0.27383 1.57019  0.106
H: 1.43093 1.82949 -0.66089  0.125

---

Result of the stability comparison: w is the least stable of them.

---

## w
DFT (ωB97M-V/def2-TZVPD) results for the molecule C5H4O2.

Calculated values
SMILES: O=C=C[C@H]1CC1=O
E_HOMO, eV: -9.2

Last column: Löwdin charge in e.
Positions of all 11 atoms, in Å:
O: -2.57591 1.45783 0.57993  0.203
C: -1.49914 1.33432 0.17405  -0.173
C: -0.28094 1.22712 -0.33172  -0.069
C: 0.23824 -0.13274 -0.62304  -0.198
C: 1.16355 -0.82496 0.41446  -0.021
C: -0.23093 -1.21637 0.30694  -0.359
O: -1.11010 -1.93326 0.70037  0.134
H: 0.27031 2.14465 -0.50458  0.115
H: 0.48312 -0.33560 -1.67095  0.140
H: 1.52298 -0.25939 1.25986  0.113
H: 1.88326 -1.52560 0.00365  0.114

---

## x
DFT (ωB97M-V/def2-TZVPD) results for a structure of composition C5H4O2.

Calculated values
E_HOMO, eV: -8.9

Last column: Löwdin charge in e.
Positions of all 11 atoms, in Å:
O: 0.45885 -2.40593 1.02760  0.143
C: 0.21127 -1.34115 0.57020  -0.100
C: 0.84851 -0.30436 -0.94539  -0.057
C: -0.18241 0.73029 -0.89664  -0.127
C: -0.78131 0.99195 0.28400  -0.048
C: -0.57602 -0.02539 1.30138  -0.328
O: -0.84968 -0.06432 2.47113  0.112
H: 1.76675 -0.08852 -0.41409  0.084
H: 1.14853 -0.49067 -1.99867  0.091
H: -0.55075 1.19719 -1.81224  0.114
H: -1.49375 1.80091 0.41271  0.116

---

## y
DFT (ωB97M-V/def2-TZVPD) results for the molecule C5H4O2.

Calculated values
E_HOMO, eV: -7.6

Last column: Löwdin charge in e.
Positions of all 11 atoms, in Å:
O: -1.19454 -0.10694 2.00900  0.147
C: -0.36939 -0.27130 0.97589  -0.369
O: 0.53742 0.69601 0.97016  0.096
C: 1.05973 1.07765 -0.22034  -0.073
C: 0.56495 0.53147 -1.35487  -0.137
C: -0.10700 -0.73700 -1.31566  -0.011
C: -0.44690 -1.20053 -0.04105  -0.108
H: 1.82110 1.83901 -0.08646  0.130
H: 0.76166 1.02170 -2.30430  0.088
H: -2.01015 -0.57306 1.77797  0.136
H: -0.84926 -2.20182 0.13662  0.101

---

Result of the stability comparison: y is the least stable of them.

---

## w
DFT (ωB97M-V/def2-TZVPD) results for a cluster of 2 separate species, C7H14N2 in total.

Calculated values
SMILES: [H]/N=C\C(=C)C.C=CNC
E_HOMO, eV: -8.3

Last column: Löwdin charge in e.
Positions of all 23 atoms, in Å:
H: -2.93988 0.60396 -1.67505  0.038
N: -3.30142 0.21961 -0.80137  0.095
C: -2.46304 -0.44564 -0.13482  -0.227
C: -1.09601 -0.97298 -0.55132  -0.345
C: -0.54528 -1.96318 0.15372  0.038
C: -0.62701 -0.56000 -1.91372  -0.081
H: -2.84474 -0.88281 0.78822  0.096
H: -0.96028 -2.30443 1.08830  0.063
H: 0.40681 -2.38128 -0.12963  0.064
H: -0.63759 0.52790 -1.98903  0.067
H: -1.29797 -0.92469 -2.69170  0.084
H: 0.38709 -0.90812 -2.09194  0.075
C: 1.07296 2.19945 -0.01476  -0.018
C: 1.84188 1.11561 -0.08530  -0.262
N: 1.84298 0.02886 0.78739  -0.101
C: 1.23508 0.18713 2.09401  -0.125
H: 0.40758 2.38725 0.80847  0.041
H: 1.08134 2.90776 -0.82569  0.042
H: 2.49356 0.96305 -0.93625  0.105
H: 2.74250 -0.43295 0.83875  0.116
H: 1.42624 -0.70738 2.68318  0.081
H: 1.61625 1.05612 2.64261  0.085
H: 0.15897 0.28674 1.95595  0.068

---

## x
DFT (ωB97M-V/def2-TZVPD) results for a cluster of 2 separate species, C7H14N2 in total.

Calculated values
SMILES: Cc1c[nH]cn1.CCC
E_HOMO, eV: -8.6

Last column: Löwdin charge in e.
Positions of all 23 atoms, in Å:
C: -1.21280 1.39415 0.62535  -0.052
C: -0.45292 0.87364 1.80728  -0.313
C: -0.60124 0.08851 2.92906  -0.084
N: 0.65086 -0.35540 3.33297  0.038
C: 1.54292 0.31653 2.55911  -0.217
N: 0.93920 0.94811 1.59504  0.068
H: -1.64359 2.36568 0.89511  0.072
H: -1.97584 0.63851 0.44603  0.073
H: -0.60580 1.65768 -0.23759  0.062
H: -1.52636 -0.23825 3.37401  0.104
H: 0.69915 -1.12660 3.97596  0.141
H: 2.58521 0.27997 2.78488  0.107
C: -0.15070 0.41758 -3.74099  -0.123
C: 0.36526 -1.06525 -3.76841  -0.315
C: -0.64403 -2.09748 -3.35528  -0.135
H: -0.08873 0.84883 -2.73440  0.050
H: -1.22696 0.56221 -3.95834  0.069
H: 0.51070 0.93305 -4.43473  0.061
H: 0.66754 -1.18946 -4.82279  0.096
H: 1.25128 -0.95757 -3.14769  0.094
H: -0.47359 -2.38571 -2.28837  0.079
H: -1.66220 -1.66564 -3.37698  0.069
H: -0.70129 -3.02452 -3.90067  0.055

---

Result of the stability comparison: w is the least stable of them.

---

## w
DFT (ωB97M-V/def2-TZVPD) results for a cluster of 2 separate species, C7H14N2 in total.

Calculated values
SMILES: Cc1c[nH]cn1.CCC
E_HOMO, eV: -8.7

Last column: Löwdin charge in e.
Positions of all 23 atoms, in Å:
C: 1.20497 -2.69365 -0.97160  -0.044
C: 0.89432 -1.26961 -1.29107  -0.388
C: 0.05497 -0.72583 -2.20911  -0.091
N: 0.21787 0.64598 -2.16592  0.047
C: 1.22970 0.85894 -1.22529  -0.198
N: 1.59868 -0.27012 -0.68107  0.092
H: 2.25894 -2.88651 -1.16350  0.077
H: 0.52930 -3.37561 -1.49373  0.074
H: 0.99075 -2.93566 0.07497  0.074
H: -0.53701 -1.17109 -2.99246  0.114
H: 0.18543 1.12865 -3.05129  0.139
H: 1.61687 1.81578 -0.92536  0.110
C: -0.14979 2.04437 1.66773  -0.136
C: -1.22182 1.06350 2.16771  -0.294
C: -1.44004 -0.19468 1.28637  -0.094
H: -0.35673 3.00022 2.16303  0.068
H: -0.23274 2.32309 0.61617  0.047
H: 0.84465 1.60388 1.75680  0.069
H: -0.98777 0.81609 3.19919  0.092
H: -2.14891 1.63541 2.12972  0.087
H: -2.44155 -0.07733 0.87090  0.066
H: -0.77980 -0.20063 0.42465  0.026
H: -1.33031 -1.13520 1.81315  0.064

---

## x
DFT (ωB97M-V/def2-TZVPD) results for the molecule C7H14N2.

Calculated values
SMILES: C[C@H]1[C@]2(N)CNC[C@]12C
E_HOMO, eV: -8.0

Last column: Löwdin charge in e.
Positions of all 23 atoms, in Å:
C: 2.51960 -0.06713 0.21167  -0.088
C: 1.24483 0.31425 -0.32373  -0.221
C: 0.09405 -0.55720 -0.48487  -0.444
N: 0.40167 -1.80786 0.22137  0.046
C: -1.25729 -0.64233 -1.09914  -0.147
N: -2.10610 -0.43543 0.12048  -0.020
C: -1.13025 0.04460 1.24681  -0.150
C: -0.08696 0.65605 0.39551  -0.343
C: -0.52491 2.01942 -0.17610  -0.063
H: 3.12264 -0.68093 -0.39058  0.060
H: 3.17199 0.81197 0.30207  0.086
H: 2.45590 -0.53684 1.24586  0.112
H: 1.44196 1.13420 -1.02697  0.137
H: 0.94017 -2.31920 -0.54371  0.124
H: -0.46828 -2.37918 0.55734  0.128
H: -1.47221 0.05706 -1.83165  0.080
H: -1.41407 -1.66359 -1.47129  0.113
H: -2.74814 -1.14686 0.46610  0.090
H: -0.68251 -0.78715 1.78778  0.089
H: -1.60063 0.78671 1.98371  0.132
H: 0.08239 2.80165 0.29134  0.076
H: -0.32267 2.14663 -1.30559  0.096
H: -1.66119 2.25116 -0.17640  0.107

---

## y
DFT (ωB97M-V/def2-TZVPD) results for the molecule C7H14N2.

Calculated values
SMILES: [H]/N=C1\N(C)[C@]1(C)C(C)C
E_HOMO, eV: -7.6

Last column: Löwdin charge in e.
Positions of all 23 atoms, in Å:
H: -2.88859 -0.96584 0.75248  0.083
N: -2.42884 -0.65858 -0.10514  0.177
C: -1.21210 -0.73121 -0.20325  -0.172
N: 0.17824 -1.43220 0.39900  -0.045
C: 0.99995 -2.58255 0.12957  -0.118
C: 0.15241 -0.30603 -0.43365  -0.457
C: 0.69088 -0.28140 -1.84568  -0.013
C: 0.25190 1.18500 0.37753  -0.326
C: -0.59706 2.27639 -0.25130  -0.075
C: 0.00206 1.02047 1.86101  -0.090
H: 0.82851 -3.32069 0.91418  0.073
H: 0.79609 -3.05721 -0.84074  0.070
H: 2.06493 -2.32328 0.14285  0.083
H: 1.77701 -0.19032 -1.81521  0.086
H: 0.25167 0.53774 -2.41072  0.076
H: 0.43737 -1.20181 -2.37138  0.081
H: 1.31222 1.38010 0.19836  0.124
H: -0.41664 2.37547 -1.32053  0.067
H: -0.35219 3.23678 0.20571  0.079
H: -1.65846 2.09584 -0.08740  0.075
H: 0.32966 1.91233 2.39684  0.079
H: 0.54147 0.15399 2.24139  0.070
H: -1.06048 0.87702 2.06606  0.075

---

## z
DFT (ωB97M-V/def2-TZVPD) results for a cluster of 3 separate species, C7H14N2 in total.

Calculated values
E_HOMO (alpha / beta), eV: -6.1 / -6.7

Last column: Löwdin charge in e.
Positions of all 23 atoms, in Å:
C: 3.03905 -0.57709 0.67033  -0.256
C: -0.09884 1.63072 1.31345  -0.059
C: 0.31210 -1.71691 -1.07572  -0.055
C: -2.91170 0.53142 -0.29913  -0.075
N: 1.80937 -0.46122 1.41875  -0.118
C: 0.11064 0.41293 0.53350  -0.112
C: 0.08727 -0.57944 -0.20087  -0.098
C: -1.60266 0.52950 -1.02482  -0.306
N: -1.34584 0.84646 -2.20551  0.099
H: 1.58773 -1.33326 1.89912  0.031
H: -2.17197 1.13613 -2.75368  0.057
H: 3.05075 -1.33988 -0.13064  0.041
H: 3.88955 -0.82473 1.32656  0.062
H: 3.27553 0.38376 0.20134  0.065
H: -0.83999 1.46608 2.09899  0.090
H: -0.42581 2.45185 0.67312  0.087
H: 0.84397 1.89240 1.79229  0.082
H: 0.24129 -1.39266 -2.11645  0.085
H: 1.30608 -2.13742 -0.90968  0.068
H: -0.41965 -2.50925 -0.90255  0.091
H: -3.05414 -0.41760 0.22298  0.078
H: -3.75485 0.68632 -0.98592  0.074
H: -2.92787 1.32188 0.45455  0.069

---

Result of the stability comparison: z is the least stable of them.